1.
{
  "formula": "C5H8N2",
  "method": "ωB97M-V with the def2-TZVPD basis set",
  "gap_ev": [7.689, 8.241],
  "relative_energy_kj_mol": 394.6,
  "lumo_energy_ha": [-0.04005, 0.00284],
  "homo_ev": [-8.779, -8.164],
  "multiplicity": 1,
  "elements": ["C", "N", "C", "C", "C", "C", "N", "H", "H", "H", "H", "H", "H", "H", "H"],
  "coordinates": [[2.02, 1.73, 0.33], [1.14, 0.60, 0.58], [0.14, 0.44, -0.21], [-0.67, -0.72, -0.14], [-1.97, -0.86, -0.87], [-0.25, -1.64, 0.85], [0.81, -1.86, 1.47], [3.03, 1.37, 0.11], [2.08, 2.34, 1.23], [1.69, 2.36, -0.51], [-0.11, 1.19, -0.98], [-2.39, -1.86, -0.73], [-1.78, -0.73, -1.95], [-2.73, -0.13, -0.58], [-1.20, -1.97, 1.31]]
}

=====

2.
{
  "formula": "C52H50ClN3O6P2PdSSe",
  "method": "ωB97M-V with the def2-TZVPD basis set",
  "gap_ev": [5.347, 4.885],
  "relative_energy_kj_mol": 0.0,
  "charge": 2,
  "lumo_energy_ha": [-0.25043, -0.26738],
  "homo_ev": [-12.161, -12.161],
  "multiplicity": 1,
  "elements": ["Pd", "O", "S", "C", "C", "C", "C", "C", "C", "P", "C", "C", "C", "C", "C", "C", "C", "C", "C", "C", "C", "C", "C", "C", "C", "C", "C", "C", "P", "C", "C", "C", "C", "C", "C", "C", "C", "C", "C", "C", "C", "H", "H", "H", "H", "H", "H", "H", "H", "H", "H", "H", "H", "H", "H", "H", "H", "H", "H", "H", "H", "H", "H", "H", "H", "H", "H", "H", "H", "O", "Se", "O", "O", "O", "C", "C", "C", "C", "C", "O", "C", "C", "C", "C", "C", "C", "Cl", "C", "C", "C", "N", "C", "N", "C", "N", "H", "H", "H", "H", "H", "H", "H", "H", "H", "H", "H", "H", "H", "H", "H", "H", "H", "H", "H", "H", "H", "H"],
  "coordinates": [[0.87, -0.54, -0.99], [1.76, -0.34, 2.08], [2.12, -0.98, 0.83], [3.87, -0.72, 0.56], [4.69, -0.49, 1.65], [6.05, -0.39, 1.43], [6.57, -0.52, 0.15], [5.72, -0.70, -0.93], [4.35, -0.77, -0.73], [3.17, -0.67, -2.11], [3.47, 0.94, -2.82], [2.86, 2.06, -2.26], [3.13, 3.32, -2.77], [4.01, 3.46, -3.83], [4.63, 2.35, -4.39], [4.36, 1.09, -3.89], [3.54, -2.02, -3.23], [3.22, -1.95, -4.59], [3.46, -3.05, -5.40], [3.98, -4.22, -4.86], [4.28, -4.29, -3.51], [4.05, -3.20, -2.69], [2.09, -2.79, 1.03], [3.00, -3.28, 1.96], [3.05, -4.63, 2.26], [2.20, -5.50, 1.61], [1.27, -5.02, 0.69], [1.19, -3.67, 0.37], [-0.20, -3.15, -0.75], [-1.30, -2.22, 0.39], [-1.00, -2.27, 1.75], [-1.93, -1.83, 2.69], [-3.16, -1.35, 2.28], [-3.46, -1.28, 0.92], [-2.54, -1.71, -0.02], [-1.03, -4.61, -1.31], [-2.22, -5.04, -0.74], [-2.81, -6.22, -1.17], [-2.20, -6.98, -2.16], [-1.00, -6.55, -2.73], [-0.42, -5.37, -2.30], [4.27, -0.38, 2.64], [6.72, -0.21, 2.27], [7.63, -0.44, -0.01], [6.13, -0.73, -1.94], [2.18, 1.95, -1.42], [2.65, 4.18, -2.34], [4.22, 4.45, -4.23], [5.32, 2.46, -5.21], [4.85, 0.22, -4.33], [2.80, -1.05, -5.01], [3.22, -3.00, -6.45], [4.16, -5.08, -5.50], [4.69, -5.20, -3.09], [4.29, -3.26, -1.63], [3.66, -2.60, 2.47], [3.76, -5.00, 2.99], [2.23, -6.56, 1.82], [0.60, -5.72, 0.22], [-0.07, -2.67, 2.13], [-1.69, -1.90, 3.74], [-3.90, -1.04, 3.01], [-4.42, -0.90, 0.59], [-2.81, -1.67, -1.06], [-2.71, -4.47, 0.04], [-3.74, -6.55, -0.72], [-2.65, -7.89, -2.51], [-0.53, -7.13, -3.51], [0.52, -5.05, -2.75], [-0.29, -2.72, -4.57], [-0.02, -1.75, -3.36], [0.76, -2.70, -1.98], [0.94, -0.48, -3.54], [-1.20, -1.32, -2.34], [-1.51, 5.73, 4.34], [-2.30, 5.77, 3.02], [-3.76, 6.12, 3.35], [-1.74, 6.89, 2.13], [-2.22, 4.39, 2.27], [-2.96, 4.43, 1.06], [-2.71, 3.24, 3.19], [-3.12, 1.91, 2.55], [-4.43, 1.92, 1.81], [-4.48, 1.82, 0.42], [-5.69, 1.81, -0.25], [-6.87, 1.91, 0.47], [-8.38, 1.90, -0.36], [-6.85, 2.01, 1.86], [-5.63, 2.02, 2.52], [-0.76, 4.14, 1.82], [-0.61, 3.08, 0.84], [-0.11, 1.86, 1.00], [-0.07, 1.24, -0.18], [-0.54, 2.18, -1.05], [-0.87, 3.30, -0.46], [-1.55, 6.71, 4.81], [-0.45, 5.51, 4.18], [-1.92, 5.01, 5.04], [-3.78, 7.10, 3.82], [-4.22, 5.42, 4.06], [-4.39, 6.18, 2.47], [-2.11, 7.85, 2.48], [-2.04, 6.76, 1.09], [-0.65, 6.94, 2.17], [-3.85, 4.75, 1.25], [-3.56, 3.59, 3.77], [-1.92, 3.05, 3.93], [-3.21, 1.20, 3.38], [-2.36, 1.51, 1.90], [-3.56, 1.77, -0.14], [-5.72, 1.73, -1.33], [-7.78, 2.09, 2.41], [-5.62, 2.09, 3.60], [-0.15, 3.87, 2.68], [-0.34, 5.03, 1.36], [0.20, 1.44, 1.94], [-0.64, 2.02, -2.11]]
}

=====

3.
{
  "formula": "C18H72AsF6N36O18",
  "method": "ωB97M-V with the def2-TZVPD basis set",
  "gap_ev": 7.987,
  "charge": -1,
  "lumo_energy_ha": 0.03090,
  "homo_ev": -7.146,
  "multiplicity": 1,
  "elements": ["As", "F", "F", "F", "F", "F", "F", "C", "O", "N", "N", "H", "H", "H", "H", "C", "O", "N", "N", "H", "H", "H", "H", "C", "O", "N", "N", "H", "H", "H", "H", "C", "O", "N", "N", "H", "H", "H", "H", "C", "O", "N", "N", "H", "H", "H", "H", "C", "O", "N", "N", "H", "H", "H", "H", "C", "O", "N", "N", "H", "H", "H", "H", "C", "O", "N", "N", "H", "H", "H", "H", "C", "O", "N", "N", "H", "H", "H", "H", "C", "O", "N", "N", "H", "H", "H", "H", "C", "O", "N", "N", "H", "H", "H", "H", "C", "O", "N", "N", "H", "H", "H", "H", "C", "O", "N", "N", "H", "H", "H", "H", "C", "O", "N", "N", "H", "H", "H", "H", "C", "O", "N", "N", "H", "H", "H", "H", "C", "O", "N", "N", "H", "H", "H", "H", "C", "O", "N", "N", "H", "H", "H", "H", "C", "O", "N", "N", "H", "H", "H", "H"],
  "coordinates": [[0.32, 0.04, 0.04], [1.45, -1.26, -0.28], [1.61, 0.64, 1.17], [-0.78, 1.41, 0.48], [-0.91, -0.55, -1.17], [-0.40, -1.07, 1.26], [1.27, 0.94, -1.20], [4.51, -2.18, -2.94], [4.48, -0.99, -2.77], [5.56, -2.91, -3.26], [3.44, -2.86, -2.63], [6.47, -2.53, -3.46], [5.37, -3.90, -3.26], [3.50, -3.87, -2.55], [2.60, -2.31, -2.71], [-5.87, -3.25, 0.52], [-5.86, -4.43, 0.29], [-5.12, -2.68, 1.38], [-6.77, -2.43, 0.05], [-5.27, -1.71, 1.63], [-4.43, -3.36, 1.68], [-7.56, -2.83, -0.44], [-6.62, -1.44, 0.17], [-1.98, -3.88, -2.13], [-2.35, -4.90, -2.72], [-2.31, -2.65, -2.48], [-1.00, -4.04, -1.33], [-1.77, -1.82, -2.32], [-3.21, -2.60, -2.94], [-1.09, -4.91, -0.83], [-0.43, -3.25, -1.04], [-4.31, 0.43, 1.49], [-5.45, 0.10, 1.73], [-3.61, -0.13, 0.61], [-3.64, 1.44, 1.96], [-4.15, -0.80, 0.08], [-2.67, 0.19, 0.41], [-4.04, 1.79, 2.82], [-2.63, 1.43, 1.85], [0.40, -3.95, 2.64], [1.44, -4.49, 2.26], [-0.82, -4.23, 2.40], [0.46, -3.03, 3.53], [-1.40, -3.50, 2.78], [-0.84, -4.81, 1.58], [1.33, -2.68, 3.92], [-0.43, -2.66, 3.81], [0.06, 5.63, -1.05], [1.06, 5.79, -1.68], [0.11, 5.48, 0.25], [-1.13, 5.82, -1.56], [-0.84, 5.56, 0.58], [0.94, 5.46, 0.81], [-1.83, 6.02, -0.86], [-1.35, 6.09, -2.51], [2.91, -1.12, 3.50], [3.06, -1.89, 4.45], [2.18, -0.08, 3.55], [3.58, -1.27, 2.42], [2.13, 0.43, 2.68], [1.55, 0.07, 4.32], [4.13, -2.11, 2.35], [3.19, -0.77, 1.63], [4.60, -4.71, 1.09], [5.77, -4.91, 0.82], [3.68, -4.46, 0.31], [4.13, -4.73, 2.25], [2.73, -4.20, 0.56], [3.82, -4.64, -0.67], [4.69, -4.94, 3.06], [3.16, -4.46, 2.22], [0.98, -0.24, 6.63], [0.90, 0.95, 6.55], [1.86, -0.88, 7.26], [0.31, -1.03, 5.91], [1.83, -1.89, 7.26], [2.24, -0.23, 7.95], [0.19, -2.03, 6.06], [-0.39, -0.60, 5.33], [2.67, 2.81, -3.98], [2.88, 3.57, -4.89], [2.87, 1.50, -3.98], [2.14, 3.19, -2.87], [3.20, 1.02, -4.80], [2.84, 0.97, -3.12], [1.98, 2.42, -2.24], [1.77, 4.12, -2.72], [-1.14, 2.59, 4.23], [-1.94, 1.91, 4.86], [-1.48, 3.45, 3.32], [0.17, 2.50, 4.31], [-2.32, 3.16, 2.84], [-0.68, 3.84, 2.83], [0.51, 2.09, 5.16], [0.79, 2.78, 3.56], [5.47, 0.66, 0.60], [5.65, 1.43, 1.55], [6.00, -0.52, 0.51], [4.72, 0.83, -0.42], [6.79, -0.71, 1.11], [5.93, -1.19, -0.24], [4.70, 0.23, -1.23], [4.13, 1.65, -0.50], [0.37, -1.47, -4.94], [1.05, -2.08, -4.17], [-0.21, -1.97, -5.97], [0.28, -0.16, -4.83], [0.15, -2.87, -6.24], [-0.78, -1.37, -6.56], [-0.64, 0.16, -5.08], [0.79, 0.11, -4.00], [-3.46, -1.58, 5.09], [-2.32, -1.93, 4.91], [-3.85, -0.39, 5.44], [-4.56, -2.19, 4.89], [-4.82, -0.19, 5.25], [-3.12, 0.31, 5.43], [-4.56, -3.16, 4.62], [-5.43, -1.71, 5.07], [-5.27, -0.89, -4.48], [-5.88, -1.92, -4.31], [-4.89, -0.13, -3.46], [-4.94, -0.36, -5.67], [-5.28, -0.27, -2.53], [-4.25, 0.65, -3.51], [-5.46, -0.80, -6.41], [-4.31, 0.39, -5.92], [-2.46, 2.13, -3.09], [-1.78, 2.14, -4.11], [-2.14, 1.55, -1.99], [-3.57, 2.74, -2.95], [-1.24, 1.09, -2.00], [-2.56, 1.89, -1.14], [-4.08, 2.95, -2.11], [-3.94, 3.10, -3.82], [3.10, 3.68, 2.94], [2.30, 4.53, 3.27], [3.75, 3.01, 3.91], [3.46, 3.35, 1.69], [3.43, 3.32, 4.82], [4.43, 2.29, 3.74], [2.92, 3.64, 0.89], [4.13, 2.60, 1.57], [-0.39, 4.53, -6.42], [-1.56, 4.72, -6.61], [0.05, 3.58, -5.67], [0.64, 5.28, -6.73], [-0.56, 3.02, -5.09], [1.03, 3.52, -5.48], [1.59, 4.98, -6.57], [0.44, 6.18, -7.15]]
}

=====

4.
{
  "formula": "C3H7NOS2",
  "method": "ωB97M-V with the def2-TZVPD basis set",
  "gap_ev": 9.094,
  "relative_energy_kj_mol": 498.0,
  "lumo_energy_ha": 0.01954,
  "smiles": "CSC(=NO)SC",
  "homo_ev": -8.562,
  "multiplicity": 1,
  "elements": ["C", "S", "C", "N", "O", "S", "C", "H", "H", "H", "H", "H", "H", "H"],
  "coordinates": [[-1.30, 0.79, 2.26], [-0.29, 1.61, 1.16], [0.33, 0.33, 0.09], [-0.36, -0.33, -0.82], [-1.63, -0.23, -0.50], [2.17, 0.34, -0.23], [1.83, -0.59, -1.84], [-0.51, 0.15, 2.97], [-1.85, 1.46, 2.97], [-1.97, -0.02, 1.76], [-1.98, -0.96, -0.97], [2.84, -0.63, -2.59], [1.86, -1.76, -1.86], [0.85, -0.17, -2.40]]
}

=====

5.
{
  "formula": "C5H14NS",
  "method": "ωB97M-V with the def2-TZVPD basis set",
  "gap_ev": [9.143, 7.208],
  "relative_energy_kj_mol": 537.1,
  "charge": 1,
  "lumo_energy_ha": [-0.13460, -0.15677],
  "homo_ev": [-12.806, -11.473],
  "multiplicity": 1,
  "elements": ["C", "C", "C", "C", "C", "N", "S", "H", "H", "H", "H", "H", "H", "H", "H", "H", "H", "H", "H", "H", "H"],
  "coordinates": [[-0.23, -0.65, 1.12], [-2.19, 0.39, 0.23], [-1.01, -1.03, -1.19], [0.16, 1.08, -0.43], [2.74, 0.87, 0.22], [-0.81, -0.02, -0.10], [3.01, -0.72, 0.76], [-0.67, -0.10, 1.91], [-0.71, -1.60, 1.19], [0.81, -0.67, 1.08], [-2.95, 0.25, -0.63], [-2.59, -0.31, 1.00], [-2.20, 1.50, 0.54], [-0.29, -1.83, -1.09], [-2.06, -1.38, -1.07], [-0.88, -0.79, -2.24], [0.47, 1.22, -1.42], [-0.06, 1.95, 0.14], [3.23, 1.22, -0.74], [2.35, 1.73, 0.77], [3.88, -1.11, -0.05]]
}

=====

6.
{
  "formula": "C4H12O",
  "method": "ωB97M-V with the def2-TZVPD basis set",
  "gap_ev": 11.384,
  "relative_energy_kj_mol": 158.4,
  "lumo_energy_ha": 0.03184,
  "smiles": "CC(C)C.O",
  "homo_ev": -10.518,
  "multiplicity": 1,
  "elements": ["C", "C", "C", "C", "H", "H", "H", "H", "H", "H", "H", "H", "H", "H", "O", "H", "H"],
  "coordinates": [[-1.55, 0.69, -1.53], [-0.27, 0.69, -0.73], [0.30, 2.15, -0.93], [-0.39, -0.03, 0.59], [-1.94, -0.23, -1.28], [-2.08, 1.50, -1.11], [-1.43, 0.72, -2.61], [0.60, 0.08, -1.19], [0.95, 2.52, 0.03], [-0.52, 2.92, -1.08], [1.12, 2.25, -1.75], [-0.64, 0.74, 1.31], [-1.12, -0.85, 0.59], [0.57, -0.59, 0.77], [1.68, -3.05, 2.16], [0.98, -2.50, 1.66], [1.59, -3.12, 3.07]]
}

=====

7.
{
  "formula": "C20H8B4Br4O34V",
  "method": "ωB97M-V with the def2-TZVPD basis set",
  "gap_ev": 7.783,
  "relative_energy_kj_mol": 203.3,
  "charge": -3,
  "lumo_energy_ha": 0.15169,
  "homo_ev": -3.655,
  "multiplicity": 1,
  "elements": ["O", "V", "O", "O", "C", "O", "B", "O", "C", "O", "O", "C", "O", "C", "O", "O", "O", "C", "O", "B", "O", "C", "O", "O", "C", "O", "C", "O", "O", "O", "C", "O", "B", "O", "C", "O", "O", "C", "O", "C", "O", "O", "O", "C", "O", "B", "O", "C", "O", "O", "C", "O", "C", "O", "O", "Br", "C", "C", "Br", "H", "H", "H", "H", "Br", "C", "C", "Br", "H", "H", "H", "H"],
  "coordinates": [[-2.11, -2.54, 1.86], [-1.56, -1.22, 1.25], [-2.61, 0.01, 1.27], [0.48, 5.05, 5.07], [0.59, 3.88, 5.32], [-0.39, 2.99, 5.45], [0.17, 1.65, 5.35], [1.64, 1.80, 5.42], [1.92, 3.09, 5.37], [3.00, 3.61, 5.37], [-0.25, 0.93, 4.12], [-1.08, -0.03, 4.46], [-1.75, -0.73, 3.75], [-1.10, -0.13, 6.01], [-0.32, 0.81, 6.48], [-1.74, -0.93, 6.62], [0.63, -4.94, -0.18], [0.96, -4.13, -1.00], [1.86, -4.25, -1.95], [1.97, -2.96, -2.68], [0.81, -2.15, -2.19], [0.31, -2.73, -1.14], [-0.55, -2.34, -0.41], [1.79, -3.23, -4.13], [2.81, -2.73, -4.81], [2.98, -2.74, -5.99], [3.80, -2.15, -3.77], [3.26, -2.33, -2.55], [4.83, -1.60, -4.00], [4.75, 3.51, 0.89], [4.56, 2.34, 1.00], [3.78, 1.75, 1.91], [3.65, 0.33, 1.56], [4.66, 0.07, 0.54], [5.15, 1.23, 0.10], [5.89, 1.40, -0.82], [3.86, -0.57, 2.71], [2.75, -1.22, 2.98], [2.57, -2.02, 3.85], [1.71, -0.80, 1.92], [2.23, 0.05, 1.11], [0.56, -1.17, 1.97], [0.76, 3.54, 0.00], [0.47, 2.94, -0.98], [0.79, 3.25, -2.23], [0.49, 2.10, -3.11], [-0.33, 1.19, -2.29], [-0.18, 1.53, -1.03], [-0.47, 0.89, -0.07], [1.68, 1.40, -3.62], [1.83, 1.61, -4.92], [2.79, 1.39, -5.58], [0.56, 2.39, -5.40], [-0.14, 2.68, -4.33], [0.39, 2.85, -6.49], [-5.86, 0.73, -1.74], [-5.00, 1.77, -0.32], [-3.71, 2.30, -0.87], [-2.67, 3.12, 0.55], [-4.96, 1.18, 0.60], [-5.68, 2.56, 0.00], [-3.89, 3.04, -1.64], [-3.13, 1.51, -1.34], [-6.59, -5.07, -2.55], [-4.99, -3.98, -2.30], [-5.09, -3.23, -1.00], [-3.45, -2.18, -0.87], [-4.88, -3.32, -3.16], [-4.14, -4.65, -2.31], [-5.17, -3.85, -0.11], [-5.91, -2.52, -1.01]]
}

=====

Let's list E in order: -304.6852 -6697.0434 -6890.2672 -1044.7127 -651.4080 -234.7723 -14665.7209 Ha.